ORCA calculation (ωB97M-V with the def2-TZVPD basis set) on C3H4LiO3V as an isolated structure at a distorted geometry.

Calculated values
LUMO (alpha / beta) in eV: -5.29 / -5.53
Total charge: +1
E in Ha: -1293.5860
HOMO-LUMO gap (alpha / beta) in eV: 5.11 / 4.87
2S+1: 4
Energy above the lowest of the compared OMol25 structures with the same formula, charge and spin in eV: 3.8678

XYZ file:
```
12
Properties=species:S:1:pos:R:3:forces:R:3
C -1.31737 0.41368 0.14412 -3.95 -0.16 -2.16
C 0.02604 -0.24582 -0.10649 -0.77 -1.23 -0.51
O 1.02824 0.78489 -0.21897 2.57 0.79 -0.36
C 2.27955 0.45367 -0.41450 -4.59 0.47 0.66
O 2.59304 -0.76976 -0.51727 0.63 -0.85 -0.12
O -1.94867 -0.04389 1.21989 -0.65 -0.89 2.40
H -1.21550 1.52026 0.11967 0.15 -0.35 -0.20
H -0.00349 -0.83663 -1.03298 0.32 0.24 0.17
H 0.27438 -0.92055 0.72539 -0.08 0.38 -0.13
V 4.13447 0.28032 -0.71763 1.90 0.07 -0.28
Li -3.53143 -0.75927 1.51769 0.91 0.45 -0.01
H -2.31927 0.12312 -0.71892 3.56 1.08 0.53
```
Positions in Å, forces in eV/Å.

Results of the Mulliken charge analysis, in e, for atoms 1 through 8: atom 1 (C): -0.287, atom 2 (C): -0.290, atom 3 (O): -0.302, atom 4 (C): 0.255, atom 5 (O): -0.519, atom 6 (O): -0.874, atom 7 (H): 0.160, atom 8 (H): 0.274

---

ORCA calculation (ωB97M-V with the def2-TZVPD basis set) on one molecule with the formula C16H30N4O3S at a distorted geometry.

Calculated values
LUMO in eV: 0.74
E in Ha: -1470.6145
HOMO-LUMO gap in eV: 9.35
Structure (SMILES): O=C(N1CCCCCC1)N1CCN(S(=O)(=O)N2CCCCC2)CC1
Energy above the lowest of the compared OMol25 structures with the same formula, charge and spin in eV: 0.2912

XYZ file:
```
54
Properties=species:S:1:pos:R:3:forces:R:3
O 1.59742 1.87432 1.89582 -0.21 0.10 0.31
C 1.83919 1.48210 0.76898 0.30 0.45 -0.13
N 2.80327 0.54872 0.50269 -0.01 -0.18 0.06
C 3.65725 0.58751 -0.66216 0.22 0.03 -0.36
C 3.64917 -0.68128 -1.54577 -0.15 -0.03 0.05
C 2.99762 -1.91775 -0.92401 0.23 0.01 -0.09
C 3.62133 -2.36127 0.39991 -0.33 -0.04 0.06
C 3.00825 -1.64823 1.60222 0.36 0.12 -0.08
C 3.34263 -0.16098 1.64833 -0.27 -0.29 0.46
N 1.17803 2.03937 -0.32171 -0.13 -0.02 0.17
C 0.82462 1.26957 -1.50069 0.07 -0.01 -0.37
C -0.70467 1.10502 -1.60191 0.20 -0.13 -0.43
N -1.30759 1.00975 -0.28980 0.45 -0.90 0.52
S -1.00440 -0.46551 0.48558 -0.84 -0.52 -0.03
O -0.55075 -0.25579 1.81933 -0.04 0.38 0.18
O -0.22343 -1.28184 -0.39627 -0.15 0.14 -0.31
N -2.47341 -1.20564 0.60645 0.86 0.04 0.13
C -3.38698 -0.72495 1.61785 -0.13 0.45 0.44
C -4.33058 0.35345 1.08502 -0.13 -0.28 0.03
C -5.05745 -0.16191 -0.15529 0.18 0.28 -0.09
C -4.03259 -0.58352 -1.20605 -0.16 -0.23 0.11
C -3.10328 -1.64536 -0.61661 0.01 0.03 -0.65
C -1.11333 2.21410 0.50464 -0.08 0.45 0.41
C 0.13791 2.98042 0.04636 0.01 0.07 0.13
H 3.39106 1.45953 -1.26186 0.08 -0.04 0.05
H 4.68242 0.75028 -0.30082 -0.13 0.07 -0.05
H 4.68424 -0.92324 -1.79939 -0.01 0.02 -0.07
H 3.13382 -0.46865 -2.48529 0.05 0.03 -0.06
H 1.93154 -1.74883 -0.76595 0.05 -0.04 -0.08
H 3.09431 -2.72664 -1.65325 -0.06 0.01 -0.02
H 3.45563 -3.43418 0.52064 0.09 -0.02 0.00
H 4.70192 -2.19540 0.37884 0.11 -0.07 0.02
H 1.92220 -1.75646 1.57302 -0.02 -0.04 0.07
H 3.37331 -2.10674 2.52396 -0.04 -0.02 0.07
H 4.42993 -0.01854 1.68670 -0.05 0.04 -0.01
H 2.89898 0.28225 2.54182 0.19 -0.03 -0.11
H 1.20040 1.77545 -2.40089 -0.02 -0.16 0.01
H 1.26402 0.27920 -1.42391 0.04 0.10 -0.10
H -0.93581 0.18997 -2.14547 0.04 0.18 -0.23
H -1.16625 1.95201 -2.11866 -0.01 -0.10 0.04
H -2.77275 -0.34995 2.43583 -0.23 -0.09 0.14
H -3.96768 -1.58288 1.97576 0.06 0.03 0.01
H -5.04561 0.62415 1.86338 0.03 0.06 0.04
H -3.75119 1.23918 0.82374 -0.03 0.11 0.04
H -5.71300 0.61285 -0.55750 -0.07 -0.06 0.02
H -5.67638 -1.02079 0.11539 -0.10 -0.04 0.01
H -4.53151 -0.98753 -2.08850 0.04 0.01 -0.06
H -3.44431 0.28503 -1.50431 -0.03 0.01 -0.09
H -2.29808 -1.90446 -1.30380 -0.19 -0.17 -0.10
H -3.67547 -2.55241 -0.38997 0.07 0.02 -0.02
H -0.98327 1.89856 1.54001 -0.03 0.27 -0.03
H -2.00400 2.84891 0.41979 0.06 -0.02 0.05
H -0.07327 3.60715 -0.82425 0.00 0.01 0.06
H 0.50659 3.60187 0.86204 -0.14 0.02 -0.14
```
Positions in Å, forces in eV/Å.

Results of the Mulliken charge analysis, in e, for atoms 1 through 8: atom 1 (O): -0.705, atom 2 (C): 0.460, atom 3 (N): 0.585, atom 4 (C): -0.967, atom 5 (C): -0.768, atom 6 (C): 0.108, atom 7 (C): -0.930, atom 8 (C): -0.210

---

ORCA calculation (ωB97M-V with the def2-TZVPD basis set) on a 2-piece molecular cluster, C6H11P overall at a distorted geometry.

Calculated values
LUMO (alpha / beta) in eV: 1.01 / -2.32
E in Ha: -576.2881
HOMO-LUMO gap (alpha / beta) in eV: 7.10 / 6.53
2S+1: 3
Energy above the lowest of the compared OMol25 structures with the same formula, charge and spin in eV: 2.3666

XYZ file:
```
18
Properties=species:S:1:pos:R:3:forces:R:3
C 1.86848 -0.57557 -1.46762 -2.65 -2.13 -4.38
C 0.51905 0.10196 -1.47700 -1.58 -3.34 1.16
C -0.66043 -0.47512 -1.27129 4.59 2.76 -1.05
C -1.68256 1.12632 1.40198 -4.65 -1.96 -0.68
C 0.56851 0.57621 1.74446 -2.01 -1.25 1.84
C -0.89874 0.07090 1.55053 2.40 1.32 0.48
P -1.97700 -1.47592 -1.23832 -4.17 -1.60 1.85
H 1.92436 -1.44286 -0.87489 -0.23 -0.85 1.21
H 1.90162 -1.09418 -2.56730 0.77 1.58 2.21
H 0.41306 1.08811 -1.72747 0.54 3.01 -0.09
H 2.61181 0.08390 -1.22683 2.14 1.55 0.08
H -1.44208 2.17177 1.39449 0.71 0.07 0.12
H -2.80965 0.95878 1.21641 1.66 0.28 0.32
H 0.80792 0.40730 2.81105 0.29 0.08 -0.45
H 1.09502 -0.10642 1.15404 1.78 -0.39 -0.93
H 0.65089 1.63856 1.53139 0.23 -0.26 -0.33
H -1.02739 -1.07220 1.52923 -0.46 2.22 0.06
H -1.86288 -1.98154 -2.48285 0.64 -1.10 -1.42
```
Positions in Å, forces in eV/Å.

Results of the Mulliken charge analysis, in e, for atoms 1 through 8: atom 1 (C): -1.103, atom 2 (C): 0.205, atom 3 (C): -0.339, atom 4 (C): -0.686, atom 5 (C): -0.887, atom 6 (C): -0.153, atom 7 (P): -0.203, atom 8 (H): 0.372